# 1
40
Properties=species:S:1:pos:R:3:nbo_charge:R:1 method="wB97M-V/def2-TZVPD" homo_ev=-7.54 de_lowest_ev=11.029 e_lumo_ev=-0.240 fmax_ev_per_a=18.5 gap_ha=0.26818
O 0.22772 1.68057 -1.52681 -0.68
C 0.89217 0.71778 -1.05395 0.45
C 0.23926 -0.35083 -0.64379 -0.18
C -1.26968 -0.66908 -0.78255 0.23
N -2.01799 0.12792 -1.51067 -0.57
C -3.53224 0.25675 -1.32650 -0.25
C -4.10739 1.10147 -0.12858 0.19
C -3.43637 1.83267 0.65610 -0.25
C -4.48228 2.56875 1.35217 -0.38
C -5.52620 2.30318 0.72018 0.21
O -5.38535 1.75401 -0.31256 -0.40
H -6.67284 2.79929 0.75579 0.17
H -4.29453 2.94792 2.22281 0.21
H -2.36364 1.82821 1.09733 0.25
H -3.82461 0.70063 -2.47930 0.23
H -3.92477 -0.71089 -1.12192 0.23
H -1.47098 0.98665 -1.55304 0.44
S -2.05208 -2.12468 -0.07337 -0.15
C 1.41889 -1.03923 1.27534 0.13
N 0.68102 -1.38553 0.28320 -0.31
C 0.23597 -2.70538 -0.19810 0.12
C 0.48067 -3.64175 0.94954 -0.23
C 1.24249 -3.33901 2.01795 -0.21
C 1.57335 -2.07594 2.40442 -0.24
H 2.15652 -1.70696 2.89685 0.16
H 1.57017 -4.21209 2.65577 0.23
H 0.30404 -4.92506 0.54387 0.22
H 0.13952 -2.76686 -1.17865 0.21
H 1.45335 -0.14224 1.63367 0.20
C 2.26105 0.72412 -0.78902 -0.15
C 2.84786 1.89319 -0.18873 0.04
C 4.18309 1.83775 -0.15616 -0.27
C 5.03214 0.95536 -0.63944 -0.20
C 4.38946 -0.23799 -1.40281 -0.16
C 3.00102 -0.25110 -1.47487 -0.16
H 2.61162 -0.77162 -2.01459 0.16
H 5.05255 -0.84416 -2.04258 0.22
H 6.07450 0.99960 -0.31798 0.23
H 4.64442 2.70527 0.55855 0.22
Br 1.64814 3.17930 0.89243 0.03

=====

# 2
83
Properties=species:S:1:pos:R:3:lowdin_charge:R:1 method="wB97M-V/def2-TZVPD" homo_ev=-8.41 e_lumo_ev=-0.445 fmax_ev_per_a=3.3 gap_ha=0.29271
C 8.64843 -5.32283 -0.51608 -0.17
C 7.42405 -4.33330 -0.23181 -0.57
S 7.66987 -2.64094 -0.91477 0.73
C 6.48370 -2.33183 -2.29304 -0.63
Si 5.01287 -1.19676 -1.81327 0.44
O 3.72718 -2.04586 -1.04611 -0.43
Si 2.85561 -1.11147 0.08589 -0.15
I 2.85837 1.31799 -0.45647 0.56
O 1.24398 -1.62521 0.29323 -0.15
C 0.85043 -2.59550 -0.64491 -0.46
O 0.07297 -2.26662 -1.50854 0.11
C 1.29552 -4.06399 -0.62501 -0.10
C 2.30997 -4.58959 0.31162 -0.03
C 2.77056 -5.96842 0.32269 -0.07
C 2.19730 -6.94634 -0.60251 -0.06
C 1.15448 -6.46390 -1.52134 -0.06
C 0.71838 -5.05791 -1.55705 0.00
P 3.82059 -1.33649 2.11123 0.46
O 4.71415 0.05751 2.44527 -0.44
Cl 5.23374 -2.90392 2.03920 0.19
H 9.34635 -5.20811 0.36167 0.07
H 9.14809 -5.13257 -1.49686 0.06
H 8.23189 -6.36673 -0.42646 0.07
H 6.48677 -4.77244 -0.65991 0.07
H 7.37435 -4.22878 0.88858 0.02
H 6.14687 -3.27432 -2.81182 0.05
H 7.05591 -1.74600 -3.07543 0.04
H 4.47621 -0.69575 -3.10102 -0.01
H 5.56491 -0.08585 -1.03478 -0.04
H 2.74212 -3.87474 1.05150 0.05
H 3.56212 -6.24263 1.05558 0.10
H 2.56873 -7.99251 -0.55914 0.10
H 0.68616 -7.20361 -2.21270 0.10
H -0.07177 -4.76216 -2.28989 0.11
H 5.36704 -0.22733 3.11960 0.04
C -0.65328 3.61267 1.83579 -0.07
C -0.10231 5.02264 1.70487 -0.49
C -0.42823 5.61795 0.34419 -0.06
O 1.31350 5.00009 1.88775 -0.07
H -0.21265 2.95123 1.08383 0.07
H -0.40397 3.19135 2.81268 0.08
H -1.73728 3.60002 1.71668 0.07
H -0.51998 5.65497 2.49225 0.14
H 0.02062 5.02363 -0.45859 0.08
H -0.01786 6.62689 0.25848 0.08
H -1.50643 5.66511 0.18181 0.06
H 1.69251 4.44370 1.19556 0.07
C -4.63715 0.08689 0.51777 -0.07
C -4.10244 1.50097 0.36443 -0.49
C -4.43215 2.07309 -1.00594 -0.06
O -2.68838 1.49587 0.54945 -0.06
H -4.18821 -0.58039 -0.22161 0.06
H -4.38396 -0.31505 1.50045 0.09
H -5.72281 0.05917 0.39848 0.08
H -4.52803 2.14127 1.14108 0.14
H -3.97611 1.47148 -1.79838 0.08
H -4.03198 3.08482 -1.10552 0.08
H -5.51157 2.10632 -1.17102 0.08
H -2.30155 0.93221 -0.13246 0.09
C -5.41112 7.90314 0.95751 -0.07
C -3.90045 8.05548 0.86832 -0.50
C -3.50358 9.50488 0.63476 -0.06
O -3.40266 7.24813 -0.19728 -0.07
H -5.88965 8.21885 0.02536 0.08
H -5.68210 6.85683 1.11456 0.08
H -5.82047 8.49702 1.77773 0.08
H -3.43987 7.69264 1.79012 0.14
H -3.91790 9.87452 -0.30828 0.08
H -2.41787 9.59784 0.56227 0.08
H -3.85595 10.14663 1.44527 0.08
H -3.80292 7.55914 -1.01847 0.09
C -2.81275 -3.28540 -0.79515 -0.06
C -3.82903 -3.87433 0.17171 -0.49
C -4.31376 -5.23780 -0.29675 -0.06
O -4.94235 -2.98958 0.28986 -0.07
H -3.25494 -3.14283 -1.78647 0.09
H -2.48128 -2.30343 -0.45245 0.07
H -1.93965 -3.93316 -0.89351 0.06
H -3.38121 -3.96490 1.16398 0.14
H -4.80703 -5.16163 -1.27076 0.08
H -5.04994 -5.64339 0.40071 0.08
H -3.48487 -5.94458 -0.38024 0.08
H -5.34689 -2.90193 -0.58195 0.09

=====

# 3
14
Properties=species:S:1:pos:R:3:mulliken_spin:R:1 method="wB97M-V/def2-TZVPD" homo_ev="-7.06 / -7.00" de_lowest_ev=0.836 multiplicity=2 e_lumo_ev="-0.635 / -0.867" fmax_ev_per_a=3.5 gap_ha="0.23613 / 0.22537"
O 0.71397 -0.48805 -2.15514 0.00
Li 2.08709 0.28715 -0.55733 0.01
O 1.85219 -1.19738 -1.62526 0.00
C -0.45883 -0.75071 -1.52374 -0.02
C -1.05979 0.19358 -0.71794 0.02
H -1.83734 0.92473 -0.47804 0.00
H -0.79119 -1.68132 -2.00270 0.00
H -1.35265 0.57568 -1.89332 0.00
O -0.78859 0.75562 2.56275 0.10
C 0.31108 1.01560 1.97570 -0.06
C 0.96818 0.01239 1.25429 0.90
Li -1.55372 -0.86334 1.66616 0.03
H 1.35839 -0.83620 1.84274 0.00
H 0.55121 2.05224 1.65184 0.02

=====

# 4
41
Properties=species:S:1:pos:R:3:nbo_charge:R:1 method="wB97M-V/def2-TZVPD" homo_ev=-9.47 de_lowest_ev=0.651 e_lumo_ev=0.167 smiles=CCNCCO.O.O.O.O.O.O.O.O fmax_ev_per_a=1.4 gap_ha=0.35428
C -0.57896 -3.81396 0.53487 -0.62
C -1.37193 -2.77398 -0.24200 -0.21
N -0.56462 -1.57352 -0.44888 -0.65
C -1.20036 -0.62750 -1.37245 -0.24
C -0.20022 0.39035 -1.93028 -0.07
O -0.88838 1.45223 -2.55334 -0.74
H 0.34323 -4.10863 0.02566 0.20
H -0.29762 -3.43784 1.51700 0.22
H -1.16997 -4.71826 0.67246 0.22
H -1.76805 -3.21977 -1.16990 0.17
H -2.26793 -2.48560 0.32150 0.18
H 0.36062 -1.81834 -0.78151 0.35
H -1.69838 -1.14836 -2.20142 0.17
H -1.96828 -0.06321 -0.83880 0.18
H 0.41720 -0.05217 -2.71750 0.17
H 0.48300 0.73484 -1.14982 0.15
H -1.39492 1.91038 -1.86731 0.49
H 0.96540 2.54240 0.92585 0.52
H 0.44964 3.94495 1.38410 0.49
O 0.13549 3.08322 1.07205 -1.02
H -2.89196 1.44383 0.80241 0.50
H -3.06650 -0.07974 1.02861 0.47
O -3.19613 0.76630 1.45224 -0.97
H -1.89599 0.96211 2.57214 0.50
H -0.71914 1.94422 2.55137 0.49
O -1.05284 1.16004 3.03133 -1.00
H 1.95254 0.93457 1.54244 0.51
H 2.56475 1.08462 0.10338 0.50
O 2.29326 1.60762 0.87822 -1.01
H 0.29883 0.11696 2.69147 0.52
H 0.67799 -0.71937 1.39741 0.49
O 1.03393 -0.36834 2.23717 -1.01
H 2.86352 -3.10796 -2.46874 0.46
H 3.38343 -1.81546 -1.78738 0.48
O 3.65509 -2.55148 -2.35934 -0.96
H 4.00068 -0.55646 -0.05319 0.49
H 4.15657 0.19970 -1.34438 0.49
O 3.50583 -0.26072 -0.81373 -0.95
H -2.53009 3.35586 -0.42033 0.49
H -1.24605 2.74697 0.14314 0.52
O -2.06975 2.49712 -0.36840 -0.99

=====

# 5
14
Properties=species:S:1:pos:R:3:nbo_charge:R:1 method="wB97M-V/def2-TZVPD" homo_ev=-10.12 de_lowest_ev=1.820 e_lumo_ev=0.520 fmax_ev_per_a=4.6 gap_ha=0.39115
C -0.92799 -0.27105 0.78172 -0.45
C -0.63977 -1.37764 -0.17192 -0.27
C -0.39394 1.02681 0.47150 -0.80
C 0.19350 -1.32294 -1.18547 0.13
O 1.85993 2.38237 -0.52486 -1.06
O 1.24005 0.10488 -1.48543 -0.86
P 1.30030 1.05576 -0.20377 2.00
H -2.08398 -0.35641 0.83739 0.23
H -0.66070 -0.51013 1.78234 0.24
H 2.01084 0.27587 0.64412 -0.16
H -1.31848 -2.20346 0.01074 0.25
H -0.91806 1.64818 -0.30739 0.27
H 0.02136 1.56121 1.41469 0.24
H 0.31695 -2.01344 -2.06366 0.24